# 1
This record from the Open Molecules 2025 dataset describes a gas-phase ion, C22H26NO2S (charge +1). The level of theory is ωB97M-V/def2-TZVPD.

Each line ends with the natural charge from an NBO analysis.
Element x y z (Å)
C  -4.048846  -3.337479  0.996068  -0.63
C  -2.849933  -2.819397  1.754405  -0.08
O  -1.824071  -2.435525  0.789477  -0.51
C  -0.708503  -1.885587  1.380454  0.79
C  0.253428  -1.567286  0.251322  -0.41
S  1.981971  -1.981806  0.895062  0.80
C  1.887240  -3.287329  2.202428  -0.72
C  2.739613  -3.232193  -0.299578  -0.72
O  -0.593954  -1.507406  2.525505  -0.57
H  -4.829624  -3.589957  1.703085  0.23
H  -4.432017  -2.592528  0.313909  0.22
H  -3.823229  -4.245997  0.456641  0.22
H  -3.109763  -1.909365  2.330232  0.21
H  -2.470490  -3.584739  2.470545  0.19
H  0.177709  -2.426699  -0.461121  0.25
H  1.208050  -2.948677  2.983553  0.28
H  1.650979  -4.309703  1.870476  0.25
H  2.922932  -3.260156  2.559523  0.26
H  2.745228  -2.918044  -1.346343  0.26
H  3.774869  -3.232881  0.062189  0.25
H  2.374662  -4.267586  -0.235340  0.25
C  4.282629  1.354540  -1.844673  -0.40
N  2.912916  1.397534  -1.381218  -0.34
C  2.103788  0.333598  -1.076408  -0.02
C  0.820112  0.788350  -0.746448  -0.14
C  -0.272052  -0.231459  -0.561960  -0.20
C  -1.555153  0.470448  0.022707  -0.08
C  -1.495799  1.524553  0.971697  -0.14
C  -2.677763  2.215183  1.303586  -0.23
C  -3.880052  1.944756  0.653308  -0.20
C  -3.913568  0.937865  -0.309608  -0.21
C  -2.774858  0.161714  -0.563974  -0.20
C  0.855795  2.269017  -0.875796  -0.02
C  -0.002601  3.398414  -0.964327  -0.21
C  0.553514  4.679857  -1.258473  -0.23
C  1.895393  4.886862  -1.569325  -0.19
C  2.752377  3.789368  -1.548478  -0.24
C  2.201858  2.572297  -1.212294  0.13
H  4.645197  2.385904  -1.782310  0.22
H  4.888757  0.732649  -1.175773  0.21
H  4.372968  1.038213  -2.897908  0.21
H  2.450467  -0.682396  -1.237408  0.18
H  -0.529719  -0.675782  -1.561472  0.24
H  -0.571007  1.846261  1.441312  0.23
H  -2.678502  2.992865  2.064046  0.23
H  -4.801468  2.509447  0.841999  0.23
H  -4.805402  0.731442  -0.911548  0.23
H  -2.772925  -0.626231  -1.333621  0.21
H  -1.080277  3.311434  -0.871240  0.23
H  -0.090204  5.554932  -1.277409  0.22
H  2.319984  5.869570  -1.789961  0.23
H  3.819361  3.859150  -1.749530  0.21

Forces on the atoms, in the same order (eV/Å):
C 0.25 -0.01 0.22
C -0.50 0.37 0.59
O 1.50 -0.23 1.74
C -1.65 0.96 -0.50
C -0.53 -2.03 -0.77
S 0.15 -0.93 -0.49
C -0.06 0.43 0.31
C 0.43 0.58 0.05
O 0.01 -0.97 -1.02
H -0.18 0.05 0.20
H -0.09 0.20 -0.20
H 0.17 -0.20 -0.26
H 0.15 -0.50 -0.24
H 0.04 0.58 -0.62
H -0.26 0.82 0.40
H 0.16 0.00 -0.04
H -0.14 0.67 -0.26
H -0.24 -0.08 0.10
H -0.18 0.28 0.30
H -0.14 -0.01 -0.18
H -0.45 0.66 0.28
C 0.20 0.23 0.09
N -0.13 -0.69 0.49
C -0.95 1.53 -0.16
C 1.52 -0.11 -0.61
C -0.18 0.56 0.53
C 0.95 0.05 0.24
C -0.88 -0.44 -0.16
C 0.23 -0.25 -0.03
C -0.16 -0.32 -0.46
C 0.11 -0.60 -0.26
C -0.05 0.29 -0.57
C 0.39 -0.01 -0.57
C 0.64 0.86 -0.15
C -1.03 -0.98 0.14
C 1.05 -0.65 0.37
C -0.51 1.30 0.19
C 0.43 -1.38 -0.62
H 0.32 -0.70 -0.04
H -0.05 0.05 -0.30
H -0.12 -0.05 0.45
H 0.00 0.31 0.00
H -0.01 0.46 0.99
H -0.04 -0.27 -0.12
H 0.26 -0.11 -0.16
H 0.57 -0.14 0.09
H 0.21 0.15 0.46
H -0.28 0.42 0.42
H 0.20 0.03 0.19
H -0.17 -0.31 -0.02
H -0.46 -0.26 0.05
H -0.51 0.38 -0.10

DFT total energy ... -1457.03797 Eh
Kohn-Sham gap ... 7.268 eV
Total charge ... +1
ΔE to the lowest compared entry with this formula, charge and spin ... 121.1 kJ/mol

***

# 2
This record from the Open Molecules 2025 dataset describes 2 unconnected molecules or ions with the total composition C3H7NO2. The level of theory is ωB97M-V/def2-TZVPD.

Each line ends with the natural charge from an NBO analysis.
Element x y z (Å)
C  0.483517  1.171552  0.707178  -0.12
C  1.093500  -1.015939  1.063871  -0.17
C  -0.401642  -0.232087  -1.236933  0.51
N  -1.714392  -0.011127  -0.964706  -0.84
O  0.517726  0.103357  1.471151  -0.38
O  0.176686  0.161334  -2.226494  -0.62
H  -2.228485  0.624233  -1.556894  0.40
H  -2.143164  -0.363965  -0.127702  0.39
H  1.300169  1.375155  0.024209  0.17
H  -0.101503  1.986018  1.105559  0.17
H  0.929765  -1.851180  1.724802  0.18
H  2.003393  -0.952569  0.480848  0.17
H  0.084431  -0.994782  -0.464888  0.12

Forces on the atoms, in the same order (eV/Å):
C 0.47 0.87 0.36
C 0.58 -0.57 0.80
C 0.09 -0.93 0.43
N -0.11 0.07 -0.39
O -0.48 -0.26 -0.57
O -0.11 0.07 0.21
H -0.02 -0.14 0.05
H 0.11 0.07 -0.01
H -0.06 -0.26 -0.08
H -0.01 -0.07 0.08
H 0.09 0.05 0.15
H -0.08 0.10 -0.18
H -0.46 1.01 -0.85

DFT total energy ... -323.60310 Eh
Kohn-Sham gap (spin up / spin down) ... 8.201 / 8.256 eV
ΔE to the lowest compared entry with this formula, charge and spin ... 467.0 kJ/mol

***

# 3
This record from the Open Molecules 2025 dataset describes 3 unconnected molecules or ions with the total composition C21H42N2O7S. The level of theory is ωB97M-V/def2-TZVPD.

Each line ends with the Mulliken spin population.
Element x y z (Å)
C  0.093777  -6.055624  5.690473  0.00
C  -0.882840  -5.604312  6.572118  0.00
O  -2.051896  -5.003660  5.988037  0.00
S  -1.931584  -3.304927  6.071890  0.00
O  -3.366456  -2.881181  6.217046  0.00
O  -1.454033  -2.680387  4.585946  0.00
C  -0.028175  -2.770760  4.373023  0.00
O  0.205499  -3.210264  3.018012  0.00
O  0.841344  -4.437143  2.997748  0.00
H  1.176305  -6.134383  5.977413  0.00
H  -0.208880  -6.294278  4.630253  0.00
H  -0.711528  -5.686659  7.678357  0.00
H  0.524742  -3.383063  5.142519  0.00
H  0.408374  -1.719077  4.432202  0.00
H  0.168998  -5.076542  2.666933  0.00
C  -3.411938  -1.421603  1.743305  0.03
C  -2.540095  -1.705831  0.498700  0.01
C  -1.179703  -0.996991  0.643245  0.03
C  -1.257773  0.509688  0.425895  -0.02
C  -1.929621  0.828427  -0.905385  0.05
C  -3.303990  0.152356  -1.069497  0.02
N  -3.274254  -1.302451  -0.737290  0.30
O  -2.704221  -1.942762  -1.773393  0.61
C  -4.345902  0.877243  -0.185623  0.01
C  -3.807279  0.415400  -2.508738  0.00
C  -2.299706  -3.232043  0.570413  -0.01
H  -3.462196  -0.369341  2.014811  0.00
H  -4.430991  -1.791596  1.601558  -0.02
H  -3.006224  -1.925011  2.624598  0.00
H  -0.467385  -1.413441  -0.079076  0.01
H  -0.758304  -1.195935  1.632784  0.00
H  -1.791920  0.989202  1.251909  0.00
H  -0.247610  0.930471  0.433840  0.00
H  -2.031002  1.914449  -1.003425  0.00
H  -1.261117  0.511918  -1.713890  -0.02
H  -5.273851  0.303436  -0.117795  -0.01
H  -4.602993  1.853325  -0.606191  0.00
H  -3.994400  1.088166  0.822520  0.00
H  -3.110849  0.057638  -3.269890  0.00
H  -3.929164  1.487200  -2.685397  0.00
H  -4.777435  -0.059726  -2.678808  0.00
H  -3.236175  -3.784787  0.454586  0.00
H  -1.869633  -3.511948  1.535212  0.00
H  -1.597454  -3.584081  -0.188742  0.00
C  0.939742  2.298102  -2.855441  0.04
C  1.863712  3.231353  -2.040172  0.01
C  2.339058  4.398462  -2.927076  0.02
C  3.401062  3.991606  -3.942164  -0.02
C  4.564652  3.287200  -3.252592  0.02
C  4.122172  2.099588  -2.376494  0.02
N  2.993990  2.446197  -1.462543  0.30
O  3.502963  3.160725  -0.443495  0.62
C  3.725792  0.908851  -3.280629  0.02
C  5.358104  1.574077  -1.608267  0.00
C  0.925262  3.804146  -0.951593  -0.01
H  1.345646  2.011146  -3.823047  0.00
H  0.706658  1.389258  -2.294871  -0.02
H  -0.010953  2.789191  -3.080651  0.00
H  2.750587  5.196699  -2.298062  0.01
H  1.487031  4.837744  -3.455058  0.00
H  2.966423  3.351286  -4.715731  0.00
H  3.769900  4.882512  -4.458760  0.00
H  5.278320  2.947941  -4.010099  0.00
H  5.099413  4.022017  -2.639568  0.00
H  3.215282  0.130429  -2.707421  -0.01
H  4.610040  0.448182  -3.729236  0.00
H  3.095636  1.188729  -4.122744  0.00
H  5.833097  2.344802  -0.997962  0.00
H  6.123321  1.220181  -2.303750  0.00
H  5.089874  0.736547  -0.958261  0.00
H  0.572082  3.015894  -0.281094  0.00
H  0.046566  4.269128  -1.406257  0.00
H  1.404104  4.578892  -0.349167  0.00

Forces on the atoms, in the same order (eV/Å):
C -1.65 0.64 1.00
C 2.51 -0.55 -2.32
O 0.81 -0.02 0.68
S -3.32 0.88 0.82
O 3.71 -1.08 -0.86
O 0.23 -1.33 0.83
C 1.08 1.06 -0.44
O -0.78 1.56 1.37
O 0.35 -1.90 -0.08
H -1.43 -0.68 -0.02
H 0.56 0.85 1.25
H -0.68 0.77 -1.14
H -0.81 0.24 -1.04
H -0.83 -1.21 -0.25
H 0.30 0.74 0.21
C -0.08 0.26 0.16
C -0.31 -0.64 2.10
C 0.10 0.29 -0.36
C -0.05 -0.01 0.00
C 0.32 -0.28 0.17
C -1.27 1.77 0.00
N 3.09 -0.79 -2.42
O -1.37 0.54 1.26
C -0.02 0.07 0.35
C 0.29 -0.66 -0.19
C 0.00 -0.09 -0.75
H -0.07 0.01 -0.10
H 0.08 0.06 -0.08
H 0.08 -0.05 -0.22
H -0.16 -0.07 -0.04
H -0.21 -0.18 -0.05
H -0.02 -0.02 -0.03
H -0.05 -0.02 0.02
H -0.23 -0.10 -0.09
H -0.19 -0.14 -0.02
H 0.12 -0.03 0.01
H 0.13 -0.15 -0.15
H -0.02 -0.14 0.01
H -0.07 -0.17 0.17
H 0.04 -0.06 0.32
H 0.10 -0.02 0.04
H 0.03 0.10 -0.06
H -0.13 0.38 0.03
H -0.19 0.14 -0.10
C 0.07 -0.17 -0.32
C -2.07 -0.15 -0.71
C 0.46 0.05 0.00
C -0.02 -0.03 -0.02
C -0.23 0.39 0.08
C 0.92 -1.64 -1.13
N 1.80 3.20 1.50
O -0.87 -1.47 -0.92
C -0.24 -0.04 -0.25
C -0.21 0.43 0.58
C 0.60 0.03 0.45
H 0.08 -0.07 0.07
H 0.13 0.07 -0.02
H 0.13 0.11 0.18
H -0.02 -0.16 0.12
H -0.10 -0.17 0.18
H 0.01 -0.01 0.04
H -0.03 -0.06 0.01
H -0.04 -0.21 0.17
H -0.09 -0.13 0.13
H -0.01 0.12 0.00
H 0.04 0.17 0.18
H -0.09 0.01 0.10
H -0.24 -0.04 0.04
H -0.28 0.05 -0.16
H -0.04 0.10 -0.03
H 0.09 0.03 -0.04
H 0.16 -0.18 -0.22
H 0.11 -0.21 -0.02

2S+1 ... 3
DFT total energy ... -1859.37942 Eh
Kohn-Sham gap (spin up / spin down) ... 8.892 / 9.332 eV